# 1
20
Properties=species:S:1:pos:R:3:mulliken_charge:R:1 method="wB97M-V/def2-TZVPD" e_tot_ev=-10404.1830 gap_ev="3.036 / 7.214" total_charge=-1 homo_ev="0.99 / -3.24" multiplicity=2 s_squared=0.754 lumo_ha="0.148 / 0.146"
C -0.902 -1.590 1.964 -1.13
C 0.159 -0.638 1.372 0.18
N 0.370 -0.541 -0.033 0.21
C 1.389 -1.445 -0.567 -1.17
C 0.542 0.758 -0.603 -0.63
C -0.849 1.332 -0.877 -0.38
N -1.000 2.527 -1.823 -0.58
O 0.893 -0.044 2.183 -0.85
H -1.776 -1.302 1.547 0.34
H -0.544 -2.570 1.818 0.26
H -0.936 -1.498 3.072 0.28
H 1.104 -1.520 -1.615 0.43
H 1.448 -2.480 -0.227 0.27
H 2.525 -1.074 -0.405 0.26
H 1.143 1.437 0.119 0.24
H 1.107 0.564 -1.508 0.44
H -1.510 0.381 -1.213 0.19
H -1.295 1.476 0.197 0.19
H -1.737 3.154 -1.580 0.23
H -0.133 3.072 -1.820 0.21

# 2
20
Properties=species:S:1:pos:R:3:mulliken_charge:R:1 method="wB97M-V/def2-TZVPD" e_tot_ev=-10402.1363 gap_ev=9.791 homo_ev=-9.00 lumo_ha=0.029
C -1.572 0.144 0.851 -0.86
C -0.567 -1.156 -0.869 -1.15
C -1.088 -2.199 1.369 -1.13
C 2.779 1.346 -0.971 -0.75
C -1.095 -0.989 0.483 0.95
N 0.615 1.331 -1.998 -0.72
N 1.422 1.722 -1.290 0.84
O 1.003 2.829 -0.275 -0.65
H 0.056 2.991 -0.294 0.35
H -1.608 0.994 0.167 0.21
H -2.030 0.293 1.792 0.30
H 0.545 -1.056 -0.854 0.06
H -1.033 -0.331 -1.618 0.26
H -0.829 -1.937 -1.441 0.50
H 0.055 -2.377 1.640 0.22
H -1.533 -2.044 2.307 0.38
H -1.701 -3.085 0.941 0.26
H 3.499 1.805 -1.790 0.27
H 2.763 0.349 -1.089 0.34
H 2.982 1.687 0.097 0.30

The evaluated relative energy (zero: lowest compared OMol25 entry of this formula, charge and spin) for the records listed, in turn: 224.0; 606.7 kJ/mol.